No. 1
The following is a DFT calculation (ωB97M-V with the def2-TZVPD basis set) of a structure of composition C19H33N6O2P2PtS in a non-equilibrium geometry.

```
64
Properties=species:S:1:pos:R:3:lowdin_spin:R:1
Pt -11.00292 -11.65832 6.95055 1.1381
N -11.23866 -12.53669 9.31268 0.0697
N -11.48801 -13.88916 9.47919 0.0064
C -11.66213 -14.69344 8.36972 0.0236
N -11.86612 -16.07356 8.59133 0.0085
S -11.60847 -14.16000 6.79874 0.1014
H -10.27580 -12.28925 9.51277 0.0013
H -11.83975 -11.93124 9.82914 0.0013
H -11.31549 -14.21529 10.43267 0.0025
H -12.36806 -16.23725 9.45149 0.0020
H -12.34198 -16.55890 7.81710 0.0011
C -8.90841 -10.14160 4.72115 0.0216
P -10.58192 -10.87432 4.78568 0.1253
C -11.79919 -9.59142 4.45371 0.0122
N -11.50448 -8.66844 3.51390 0.0059
C -12.48195 -7.76799 3.26380 0.0006
C -12.26524 -6.77415 2.32018 0.0005
C -13.26974 -5.83540 2.09559 -0.0005
C -14.48454 -5.84307 2.82195 0.0003
C -14.72991 -6.82345 3.73276 -0.0003
C -13.69239 -7.82817 3.97655 0.0010
N -13.96017 -8.72058 4.92093 0.0031
C -13.04633 -9.65832 5.12744 0.0124
P -13.16191 -10.65603 6.60627 0.1355
C -13.24613 -9.27484 7.74951 0.0274
C -14.79311 -11.55076 6.58333 0.0278
C -15.98163 -10.55150 6.45710 0.0104
C -14.88068 -12.42823 5.27697 0.0003
C -14.90792 -12.47570 7.82135 0.0025
C -10.61853 -12.03599 3.42495 0.0237
C -9.63848 -13.11776 3.75575 0.0062
C -12.02237 -12.78266 3.36890 0.0016
C -10.30328 -11.56116 2.05041 0.0087
H -8.71957 -9.84396 3.69595 0.0046
H -8.17279 -10.74515 5.20555 0.0013
H -9.01245 -9.16024 5.30382 -0.0003
H -11.32672 -6.70315 1.82201 0.0000
H -13.08285 -5.08773 1.36511 0.0000
H -15.11173 -4.97497 2.61483 0.0000
H -15.67884 -6.96734 4.23398 0.0000
H -14.04619 -8.63530 7.48410 0.0056
H -12.28599 -8.78739 7.63155 0.0011
H -13.26472 -9.48413 8.84119 0.0007
H -15.76095 -10.01465 5.57029 0.0002
H -16.05571 -9.79045 7.26805 0.0004
H -16.90652 -11.14059 6.43912 0.0023
H -14.71527 -11.91957 4.33310 0.0000
H -15.88664 -12.87642 5.39434 0.0001
H -14.23385 -13.29167 5.38964 -0.0001
H -15.12405 -11.88810 8.72092 0.0001
H -14.05675 -13.12197 7.87830 0.0008
H -15.84528 -12.96915 7.59758 0.0000
H -9.83410 -13.48080 4.76121 0.0037
H -8.55579 -12.94685 3.76788 0.0000
H -9.73716 -13.91979 3.04532 0.0001
H -12.39731 -13.18813 4.36347 -0.0002
H -12.01119 -13.48556 2.53353 0.0000
H -12.75886 -12.02003 3.14469 0.0000
H -9.30360 -11.14967 1.92681 0.0003
H -11.09804 -10.84917 1.78768 0.0002
H -10.49561 -12.40200 1.38576 0.0018
O -8.58876 -11.70259 7.72206 0.0586
N -8.62366 -10.51720 7.99778 0.0198
O -9.76912 -9.97886 7.80806 0.1169
```

- ⟨S²⟩: 2.007
- Energy: -65925.42880 eV
- LUMO (spin up / spin down): -3.50 / -3.50 eV
- Energy above the lowest of the compared OMol25 structures with the same formula, charge and spin: 107.36 kJ/mol
- 2S+1: 3
- Total charge: +1
- Maximum force: 0.0603 Eh/bohr
- Highest occupied orbital energy (spin up / spin down): -9.4 / -11.6 eV

No. 2
The following is a DFT calculation (ωB97M-V with the def2-TZVPD basis set) of a structure of composition C19H33NO2S8SbV in a non-equilibrium geometry.

```
65
Properties=species:S:1:pos:R:3:lowdin_spin:R:1
V 0.41862 -1.04089 -1.58359 1.9539
C 0.90222 2.64377 -3.50736 0.0005
C -0.20709 3.62514 -3.14047 0.0003
S -1.70467 2.76832 -2.58260 -0.0001
C -2.41266 4.03752 -1.49087 -0.0001
C -3.60103 3.46798 -0.70127 0.0000
S -3.39534 1.80570 0.01657 0.0001
C -2.70685 2.18127 1.64632 0.0001
C -1.29989 2.77079 1.66872 0.0012
S -0.03797 1.71800 0.86895 0.0062
C 0.90651 3.06220 0.08761 0.0002
C 1.98648 2.62085 -0.89867 0.0037
S 1.48741 1.49294 -2.23224 0.0097
H 1.77066 3.20492 -3.85340 -0.0002
H 0.57700 1.97195 -4.30283 -0.0003
H -0.43426 4.22747 -4.02171 0.0001
H 0.11782 4.30125 -2.34885 0.0000
H -2.75710 4.87748 -2.09619 0.0000
H -1.62941 4.40115 -0.82298 0.0000
H -4.45789 3.35888 -1.36647 0.0000
H -3.87807 4.15182 0.10271 0.0000
H -2.73042 1.21941 2.16002 0.0000
H -3.38362 2.86279 2.16558 0.0000
H -0.99108 2.93041 2.70272 0.0002
H -1.28298 3.73266 1.15675 0.0000
H 1.37582 3.64121 0.88470 0.0003
H 0.17459 3.69234 -0.41295 0.0000
H 2.78492 2.09286 -0.37887 0.0000
H 2.40931 3.50983 -1.37041 0.0003
S -1.19210 -4.05215 -4.58135 0.0052
Sb 0.15545 -2.25447 -4.74191 0.0344
S -0.95879 -0.62640 -3.25053 -0.0258
S 1.74372 -2.52784 -2.66199 -0.0113
C -2.76026 -2.71671 -1.20965 0.0015
S -1.88664 -1.80755 0.09605 0.0086
O 0.49877 -2.80866 -1.62361 -0.0185
C -1.60894 -3.16025 1.22821 0.0003
C -0.73774 -4.19982 0.91317 0.0006
C -0.54725 -5.23469 1.81898 0.0000
C -1.22337 -5.23708 3.03330 0.0001
C -2.10057 -4.20667 3.33917 0.0000
C -2.29655 -3.16819 2.43700 0.0003
H -2.10526 -3.46184 -1.65456 0.0002
H -3.02524 -1.98737 -1.96786 0.0005
H -3.65355 -3.16898 -0.78193 -0.0001
H -0.23645 -4.20253 -0.04700 0.0003
H 0.13112 -6.04356 1.57384 0.0000
H -1.07531 -6.04874 3.73531 0.0000
H -2.64265 -4.21454 4.27700 0.0000
H -2.98654 -2.36277 2.66018 0.0001
C 4.65669 0.04260 0.27276 0.0005
N 3.71751 -0.55047 1.22192 0.0032
C 4.21986 -0.81116 2.56863 0.0002
C 2.47683 -0.86420 0.83286 0.0038
C 1.58110 -1.62959 1.75395 0.0023
O 2.08365 -0.53048 -0.30373 0.0154
H 5.52402 -0.60918 0.15783 0.0001
H 4.99168 1.01807 0.62743 0.0001
H 4.17282 0.15648 -0.69098 0.0001
H 5.16026 -0.27937 2.68459 0.0000
H 4.40689 -1.87198 2.73942 0.0001
H 3.53010 -0.44344 3.32586 0.0001
H 2.06338 -1.98151 2.66000 0.0000
H 1.19532 -2.48408 1.20012 0.0010
H 0.72700 -1.00089 2.00858 0.0002
```

- ⟨S²⟩: 2.026
- Energy: -144733.05439 eV
- LUMO (spin up / spin down): 0.00 / 0.00 eV
- Energy above the lowest of the compared OMol25 structures with the same formula, charge and spin: 0.00 kJ/mol
- 2S+1: 3
- Maximum force: 0.0444 Eh/bohr
- Highest occupied orbital energy (spin up / spin down): -6.4 / -6.6 eV